Entry 1:
{"formula": "C7H13BrNS", "method": "ωB97M-V/def2-TZVPD", "elements": ["Br", "C", "H", "H", "H", "H", "H", "H", "N", "C", "H", "C", "C", "C", "S", "H", "H", "H", "H", "C", "C", "H", "H"], "coordinates": [[3.15354, -0.71957, 0.08704], [-1.19016, 0.88227, 0.10717], [-2.16606, 0.95305, 0.47228], [-0.99782, 1.80970, -0.29191], [0.12415, -2.79966, 0.22171], [-1.12029, -2.42217, 1.33344], [-1.28417, -2.05209, -1.51550], [1.07629, -0.97493, 1.71292], [0.46562, -0.88141, 0.86263], [-1.30682, -1.47987, -0.68813], [-2.29293, -1.58039, -0.46782], [1.32144, -0.55524, -0.24673], [-0.88227, -0.06990, -1.08483], [0.64901, -0.14598, -1.29217], [2.14946, 2.86072, -0.02320], [1.64020, 3.39644, -1.16534], [2.08178, 3.96273, 0.75293], [1.16765, 0.04678, -2.19801], [-1.18089, 0.11037, -2.08719], [-0.32421, 0.35271, 1.26057], [-0.42378, -1.99561, 0.47054], [-1.02014, 0.28433, 2.17226], [0.36038, 1.01771, 1.60736]], "charge": 1, "homo_lumo_gap_ev": 9.98, "e_lumo_ev": -2.87, "de_lowest_kcal_mol": 10.59, "largest_force_ev_per_a": 4.73}


Entry 2:
{"formula": "C7H13Cl", "method": "ωB97M-V/def2-TZVPD", "elements": ["H", "H", "H", "C", "Cl", "H", "C", "H", "C", "H", "H", "H", "C", "H", "C", "H", "C", "H", "H", "H", "C"], "coordinates": [[-0.66659, -1.28913, 2.28159], [0.19140, -2.37112, 1.19912], [0.34395, 1.72150, -2.01676], [-0.41046, -1.40558, 1.26476], [0.75466, -1.12227, -1.68109], [2.03159, -1.55724, 1.19839], [0.48841, -0.21584, 0.92896], [2.67801, 0.10846, 0.98656], [0.79768, 1.49299, -0.96667], [1.78128, -0.64118, 2.52510], [-0.03476, 0.54484, 1.46383], [-2.39834, 0.35590, 0.22787], [-1.88648, 0.42164, -0.70890], [0.30464, 2.25468, -0.21048], [0.28428, 0.19168, -0.51654], [-1.35424, 0.52980, -2.69681], [1.89349, -0.51466, 1.43731], [-3.15725, 0.85306, -2.34399], [-1.28363, -1.48526, 0.59628], [1.83869, 1.64825, -0.98006], [-2.19632, 0.47948, -1.98846]], "charge": 0, "homo_lumo_gap_ev": 9.81, "e_lumo_ev": 0.90, "de_lowest_kcal_mol": 76.01, "largest_force_ev_per_a": 4.36}


Entry 3:
{"formula": "C7H13Cl4HfO6", "method": "ωB97M-V/def2-TZVPD", "elements": ["O", "C", "O", "H", "H", "H", "H", "Cl", "C", "H", "H", "O", "C", "C", "H", "H", "Cl", "H", "H", "O", "C", "H", "Hf", "C", "Cl", "O", "O", "H", "Cl", "H", "C"], "coordinates": [[-1.25493, -3.36758, 2.36224], [1.15898, 3.82163, -2.68685], [2.29045, 3.81366, -3.12699], [-2.87792, -1.42857, 5.00947], [1.54322, 1.22975, -1.20520], [1.42942, 6.21831, -3.83560], [1.53843, -2.24540, -0.00212], [-0.62427, -1.95530, -1.79030], [0.71839, 6.13169, -3.01398], [-0.18214, 6.70904, -3.22333], [-1.28045, -1.08215, 4.31434], [0.48289, 2.79258, -2.10088], [-2.27930, -2.64032, 1.97201], [1.10683, 1.45467, -2.17837], [0.30812, 0.72523, -2.31289], [0.25321, -4.58605, 1.98915], [3.28841, -0.77388, -0.52577], [1.19419, 6.65149, -2.18240], [-0.26415, -3.72808, 0.58393], [-2.73738, -1.86601, 3.01957], [2.10199, -1.49268, 0.54915], [-1.32938, -5.05056, 1.24280], [-3.32587, -1.91070, -1.50267], [-0.64025, -4.23749, 1.47114], [2.79284, -2.15504, 1.95460], [0.38713, 4.90360, -2.50431], [-2.52766, -2.45939, 0.72991], [-1.79471, -2.73287, 4.59779], [0.84111, -0.29331, 1.10719], [1.82307, 1.30467, -2.98620], [-2.14026, -1.75092, 4.27459]], "charge": 3, "homo_lumo_gap_ev": 1.94, "e_lumo_ev": -16.41, "largest_force_ev_per_a": 6.77}


Entry 4:
{"formula": "C7H13ClGaI2N2OP", "method": "ωB97M-V/def2-TZVPD", "elements": ["H", "N", "H", "Ga", "C", "I", "I", "H", "C", "C", "H", "H", "C", "Cl", "H", "H", "H", "C", "N", "H", "H", "O", "C", "P", "H", "C", "H", "H"], "coordinates": [[-2.12162, 1.78723, 0.97017], [-2.20655, 3.38146, -0.47610], [3.43059, -1.71526, -0.40986], [-0.20221, -0.27400, -0.56109], [-1.01520, 2.34964, -2.02756], [-1.52976, -0.92493, 1.97219], [1.88236, 1.12292, 0.79007], [-0.51685, -3.82719, 0.94470], [0.25086, -3.75221, 0.16663], [2.65803, -2.44705, -0.67358], [0.90019, -2.03550, 2.72106], [2.42358, -1.31430, 2.19030], [-1.65998, 3.51834, -1.76492], [-0.41361, -1.07658, -2.55758], [3.02879, -3.46833, -0.50051], [-0.24398, -3.79593, -0.80905], [-0.47654, 2.02833, -2.90333], [-0.05118, 1.39393, 2.61804], [-1.14936, 1.50931, -0.92154], [-1.77145, 4.40830, -2.35787], [2.26063, -3.10346, 2.25133], [-0.03080, 2.27054, 3.36707], [-1.83732, 2.18130, 0.00227], [1.15574, -2.18320, 0.31639], [-2.75674, 4.05623, 0.04791], [1.74516, -2.15877, 2.03598], [0.96497, -4.58545, 0.24845], [2.42486, -2.32705, -1.73697]], "charge": 2, "homo_lumo_gap_ev": [5.12, 4.62], "e_lumo_ev": [-11.33, -11.74], "de_lowest_kcal_mol": 16.49, "largest_force_ev_per_a": 3.55}


Entry 5:
{"formula": "C7H13ClNOP", "method": "ωB97M-V/def2-TZVPD", "elements": ["H", "C", "Cl", "O", "C", "H", "H", "C", "H", "C", "N", "C", "H", "H", "H", "H", "P", "H", "H", "C", "H", "C", "H", "H"], "coordinates": [[1.45298, 0.95520, 1.24385], [-2.15882, 2.06165, 0.38513], [-3.03921, -1.11336, -0.89147], [-2.65770, 0.93163, 0.89445], [1.96720, 0.30162, 0.55448], [0.37169, 1.34181, -1.45970], [-1.33185, 0.54443, -1.96601], [0.71334, -1.63891, 1.41551], [0.60466, -2.37977, -1.16632], [-0.68593, 1.01506, -1.19332], [-0.38883, 0.00987, 0.10852], [1.13276, -1.46642, -1.09814], [1.50209, -2.24700, 1.77055], [-0.86141, 3.11851, -0.94199], [2.75986, -0.08860, 1.17289], [0.85702, -0.89748, -1.95468], [-1.87900, -0.49260, 0.69499], [-0.20629, -2.42893, 1.28716], [0.40954, -0.98510, 2.16614], [0.85033, -0.70230, 0.16794], [2.23734, -1.73825, -1.24681], [-1.32531, 2.15528, -0.59203], [-2.76184, 2.88999, 0.91791], [2.43742, 0.85369, -0.26907]], "charge": 0, "homo_lumo_gap_ev": 9.63, "e_lumo_ev": 0.73, "smiles": "CC(C)(C)N1CC=COP1Cl", "de_lowest_kcal_mol": 0.00, "largest_force_ev_per_a": 5.15}


Entry 6:
{"formula": "C7H13ClO", "method": "ωB97M-V/def2-TZVPD", "elements": ["C", "C", "H", "H", "C", "C", "H", "O", "H", "H", "H", "H", "Cl", "H", "H", "C", "C", "H", "H", "H", "C", "H"], "coordinates": [[0.20903, 0.45417, -0.40591], [-0.63177, -0.14938, 0.71952], [-0.50073, -0.80508, 2.83327], [2.33009, 0.05890, -1.09604], [1.39056, -0.52801, -0.74025], [-1.30757, -1.53927, 0.28367], [-1.04312, -0.61977, -1.84657], [1.39757, -1.68537, -0.37976], [-2.02539, -1.38134, -0.42495], [0.47712, 0.58518, 2.42312], [0.92489, -1.09776, 1.89339], [-1.85527, -1.92044, 1.11240], [-1.90203, 1.09914, 0.92203], [1.64600, 1.96818, -1.18778], [-0.65532, -2.27932, -0.05361], [1.02859, 1.81307, -0.31515], [-0.58654, 0.33859, -1.74898], [0.53519, 2.81338, -0.17037], [1.76510, 1.69931, 0.46011], [0.09179, 0.49382, -2.56286], [0.07871, -0.38484, 2.07308], [-1.36688, 1.06684, -1.78836]], "charge": 0, "homo_lumo_gap_ev": 10.37, "e_lumo_ev": 0.77, "smiles": "CC(C)(Cl)C(C)(C)C=O", "de_lowest_kcal_mol": 0.00, "largest_force_ev_per_a": 3.21}


Entry 7:
{"formula": "C7H13ClSi", "method": "ωB97M-V/def2-TZVPD", "elements": ["C", "H", "H", "Si", "H", "Cl", "H", "H", "C", "H", "H", "H", "C", "C", "C", "H", "H", "H", "H", "C", "H", "C"], "coordinates": [[-1.12815, -3.31409, -1.84305], [-0.42387, 0.46825, 1.81488], [1.10133, 2.46917, -2.21739], [1.16630, 1.00947, -0.07269], [-3.39221, -2.45553, -0.09080], [-1.82191, 1.54663, 0.50504], [2.78470, 1.82583, 1.60458], [-0.79822, -1.91126, 1.67806], [0.63949, 1.46244, -1.83765], [-0.46027, 1.31129, -2.03344], [1.21116, 0.73687, -2.40970], [-0.20326, 2.25226, 2.01968], [-2.31419, -2.39702, 0.30097], [-1.88252, -1.91200, 1.47188], [-1.63417, -2.92259, -0.83103], [1.70234, -0.35164, 0.01948], [3.56141, 1.25402, 0.24714], [-2.52078, -1.60329, 2.23421], [-0.81493, -3.89779, -2.68840], [-0.26979, 1.37512, 1.24425], [2.81752, 3.07181, 0.32917], [2.68005, 1.98205, 0.55481]], "charge": 0, "homo_lumo_gap_ev": 10.12, "e_lumo_ev": 0.76, "smiles": "C[SiH](C)CCl.C#CC=C", "de_lowest_kcal_mol": 78.10, "largest_force_ev_per_a": 2.71}


Entry 8:
{"formula": "C7H13F6N3O5PtSSb", "method": "ωB97M-V/def2-TZVPD", "elements": ["H", "H", "H", "S", "H", "O", "C", "Sb", "H", "H", "Pt", "O", "H", "H", "H", "N", "C", "H", "H", "C", "C", "O", "N", "C", "N", "F", "F", "F", "H", "F", "F", "O", "F", "O", "C", "H", "C"], "coordinates": [[2.06568, -1.84412, -0.94892], [2.76182, -0.52791, 1.74684], [0.05532, -4.24299, 0.80153], [-1.91677, 0.18359, -2.54524], [3.13329, 0.12790, 0.14480], [-2.26059, 0.88381, 3.16943], [2.11223, -3.35632, 1.93724], [1.62523, 2.96017, -1.72670], [-4.72603, 2.38678, -2.48482], [1.57020, -4.14511, 2.44462], [-0.34292, 0.34614, -0.91347], [1.13016, 0.17120, 0.71319], [0.73792, -3.84787, -0.81216], [1.34522, 1.10258, 0.90881], [3.49834, -2.17244, 0.02632], [1.70755, -2.92734, 0.81137], [-2.24539, 0.84192, 2.02043], [-4.45489, 0.78611, -1.89056], [-2.76917, 3.69249, -3.03570], [-2.80226, 1.70776, -2.60090], [-0.45430, -2.26531, 0.08085], [-1.22675, -1.96752, 0.94852], [-4.08176, 1.63146, -2.29448], [2.45331, -1.86287, 0.06529], [-2.25121, 2.82438, -3.01205], [1.61494, 1.02949, -2.02833], [-0.16134, 2.40203, -0.83130], [3.25010, 3.17250, -2.55408], [3.03671, -2.97640, 2.35840], [2.32197, 2.51519, -0.02343], [0.52395, 3.08334, -3.23824], [-0.17665, -1.59742, -1.02829], [1.24798, 4.68381, -1.19918], [-2.23038, 0.81168, 0.84972], [0.47787, -3.46477, 0.17419], [-1.31667, 2.82588, -3.40187], [2.43077, -0.48733, 0.70790]], "charge": 2, "multiplicity": 2, "homo_lumo_gap_ev": [8.72, 6.31], "e_lumo_ev": [-7.98, -9.99], "largest_force_ev_per_a": 1.64}


Entry 9:
{"formula": "C7H13FN3O", "method": "ωB97M-V/def2-TZVPD", "elements": ["C", "H", "C", "H", "H", "H", "H", "N", "N", "H", "H", "C", "O", "H", "F", "C", "H", "C", "C", "H", "N", "H", "H", "C", "H"], "coordinates": [[-3.36454, -0.69592, -0.07663], [0.41941, -0.55309, -1.84812], [0.79672, -0.96007, -0.94465], [0.43835, -1.96770, -0.69773], [-0.56610, 2.44126, -0.51654], [0.05401, -0.31749, 2.45854], [2.45791, 0.30734, -0.84256], [-2.08166, -1.13151, 0.14443], [2.28066, -0.72608, -0.98270], [-2.27650, 2.93116, -1.16625], [0.26821, -1.94605, 1.55971], [0.36132, -0.18308, 0.39841], [-4.33957, -1.40226, -0.29085], [-4.15975, 1.29408, -0.23364], [0.99115, 0.99338, 0.32361], [-2.05370, 1.08914, 0.09909], [2.64854, -1.33888, -0.32736], [-1.23600, -0.01096, 0.12205], [-1.63829, 2.51188, -0.24969], [-1.65916, 3.22996, 0.46364], [-3.31488, 0.67209, -0.16260], [1.66761, -0.85127, 2.00242], [-1.91161, -2.10018, 0.10779], [0.60017, -0.87043, 1.72546], [2.65257, -0.91013, -1.94730]], "charge": 1, "homo_lumo_gap_ev": 7.10, "e_lumo_ev": -3.86, "smiles": "Cc1[nH]c(=O)[nH]c1[C@](C)(F)C[NH3+]", "de_lowest_kcal_mol": 0.00, "largest_force_ev_per_a": 5.03}


Entry 10:
{"formula": "C7H13LaNO4S", "method": "ωB97M-V/def2-TZVPD", "elements": ["C", "H", "C", "C", "C", "N", "O", "H", "O", "O", "H", "H", "H", "O", "H", "C", "H", "H", "La", "H", "S", "C", "H", "H", "C", "H", "H"], "coordinates": [[1.49246, -2.23646, 0.35597], [3.43444, 0.82633, 0.03254], [1.53455, -0.77492, 0.67558], [-1.98257, -0.58713, -0.63287], [-0.71972, -0.39359, -1.41525], [1.51354, 0.13891, -0.46802], [1.61867, -0.30855, 1.78000], [0.36573, 1.43124, -1.51361], [-2.89818, 1.06030, 1.54620], [-1.81654, -0.91003, 0.71167], [-0.20428, -1.34989, -1.50048], [-1.16849, 2.19072, 0.01835], [-0.97352, -0.08936, -2.43121], [-0.94692, 0.26236, 2.81130], [2.13099, -2.46695, -0.49104], [0.21895, 0.66274, -0.75724], [-2.64324, -1.35870, -1.09244], [0.21018, 1.95643, 1.09829], [-4.25923, 0.03972, -0.19213], [2.65425, 1.67726, -1.29872], [-1.49135, 0.52999, 1.56330], [-0.49107, 1.44359, 0.43406], [-2.55998, 0.37795, -0.65491], [1.81797, -2.78627, 1.23239], [2.49571, 1.23513, -0.32007], [0.48216, -2.57176, 0.11645], [2.18550, 2.00096, 0.39188]], "charge": 3, "homo_lumo_gap_ev": 3.78, "e_lumo_ev": -14.89, "de_lowest_kcal_mol": 0.00, "largest_force_ev_per_a": 6.98}